{
  "formula": "C18H37AsFIrNSSbSi",
  "method": "ωB97M-V/def2-TZVPD",
  "lumo_energy_ha": [-0.430, -0.427],
  "relative_energy_kcal_mol": 0.0,
  "gap_ev": [5.856, 5.941],
  "fmax_ev_per_a": 0.5,
  "e_tot_ev": -112375.116,
  "s2": 0.834,
  "total_charge": 3,
  "multiplicity": 2,
  "symbols": ["Ir", "C", "Si", "C", "C", "N", "C", "C", "C", "C", "C", "C", "F", "H", "H", "H", "H", "H", "H", "H", "H", "H", "H", "H", "H", "H", "C", "C", "Sb", "C", "C", "C", "C", "H", "H", "H", "H", "H", "H", "H", "H", "H", "H", "H", "H", "H", "H", "H", "C", "As", "C", "C", "S", "H", "H", "H", "H", "H", "H", "H", "H", "H"],
  "positions_angstrom": [[-0.68, 0.25, -0.01], [-3.38, -1.46, 0.61], [-2.42, -2.19, -0.80], [-2.68, -1.28, -2.40], [-2.74, -4.00, -0.96], [-0.63, -1.64, -0.41], [0.50, -2.28, -0.77], [0.54, -3.65, -1.16], [1.73, -4.24, -1.51], [2.92, -3.50, -1.51], [2.93, -2.15, -1.15], [1.75, -1.59, -0.78], [1.72, -0.28, -0.43], [-4.44, -1.66, 0.42], [-3.28, -0.37, 0.72], [-3.13, -1.93, 1.56], [-3.72, -1.43, -2.72], [-2.03, -1.66, -3.20], [-2.52, -0.20, -2.31], [-3.83, -4.07, -1.06], [-2.48, -4.59, -0.08], [-2.31, -4.45, -1.85], [-0.36, -4.23, -1.15], [1.74, -5.28, -1.79], [3.85, -3.97, -1.81], [3.84, -1.56, -1.16], [1.94, -2.04, 2.68], [1.79, -0.53, 2.86], [-0.20, 0.14, 2.57], [-0.37, 2.16, 3.23], [0.16, 2.37, 4.65], [-1.41, -1.19, 3.71], [-0.91, -1.25, 5.15], [2.96, -2.34, 2.92], [1.73, -2.37, 1.66], [1.28, -2.60, 3.35], [2.44, 0.05, 2.21], [2.03, -0.24, 3.89], [-1.43, 2.41, 3.15], [0.19, 2.74, 2.49], [-0.40, 1.82, 5.39], [0.08, 3.43, 4.90], [1.22, 2.11, 4.74], [-1.34, -2.16, 3.21], [-2.44, -0.84, 3.63], [0.13, -1.57, 5.22], [-1.51, -1.99, 5.69], [-1.02, -0.30, 5.67], [-1.83, 5.33, -1.27], [-2.42, 3.52, -1.08], [-3.17, 2.90, -2.73], [-3.70, 3.37, 0.34], [-0.55, 2.42, -0.61], [-2.69, 5.95, -1.52], [-1.09, 5.37, -2.07], [-1.39, 5.66, -0.33], [-3.95, 3.61, -3.01], [-3.60, 1.91, -2.61], [-2.39, 2.89, -3.50], [-4.55, 4.01, 0.10], [-3.24, 3.70, 1.26], [-4.04, 2.33, 0.42]]
}

{
  "formula": "C18H37AsNO6PPdS5",
  "method": "ωB97M-V/def2-TZVPD",
  "lumo_energy_ha": [-0.286, -0.286],
  "relative_energy_kcal_mol": 16.6,
  "gap_ev": [5.789, 5.785],
  "fmax_ev_per_a": 0.8,
  "e_tot_ev": -160813.192,
  "total_charge": 2,
  "multiplicity": 1,
  "symbols": ["Pd", "S", "C", "S", "C", "C", "S", "S", "S", "C", "As", "C", "C", "O", "H", "H", "H", "H", "H", "H", "H", "H", "H", "O", "H", "H", "O", "C", "C", "C", "C", "C", "C", "N", "H", "H", "H", "H", "H", "H", "H", "H", "H", "H", "H", "C", "C", "O", "P", "O", "C", "C", "O", "C", "C", "H", "H", "H", "H", "H", "H", "H", "H", "H", "H", "H", "H", "H", "H", "H"],
  "positions_angstrom": [[-0.48, 0.83, -0.21], [1.50, 6.38, -4.72], [1.21, 5.11, -3.81], [0.28, 3.70, -4.35], [0.39, 2.73, -2.94], [1.17, 3.38, -1.79], [1.38, 2.65, -0.34], [1.81, 4.92, -2.15], [-0.25, 1.24, -2.84], [-0.10, 4.71, 2.83], [-0.54, 2.87, 3.08], [-1.83, 2.75, 4.49], [1.04, 1.94, 3.64], [-1.14, 2.19, 1.68], [0.24, 5.15, 3.77], [-0.98, 5.24, 2.49], [0.69, 4.80, 2.09], [-1.46, 3.25, 5.38], [-2.02, 1.70, 4.70], [-2.75, 3.22, 4.15], [1.37, 2.31, 4.61], [1.83, 2.09, 2.90], [0.81, 0.88, 3.70], [-2.38, 2.00, -0.62], [-2.28, 2.43, 0.25], [-3.12, 1.38, -0.54], [0.93, -0.36, 0.78], [1.90, -0.96, 0.23], [2.86, -1.74, 1.08], [4.27, -1.10, 1.15], [4.58, -0.09, 0.04], [4.57, -0.67, -1.38], [3.31, -1.47, -1.71], [2.11, -0.92, -1.08], [2.92, -2.75, 0.66], [2.42, -1.83, 2.07], [5.01, -1.89, 1.15], [4.36, -0.59, 2.11], [5.55, 0.36, 0.23], [3.86, 0.74, 0.09], [5.43, -1.33, -1.52], [4.70, 0.15, -2.09], [3.41, -2.51, -1.40], [3.13, -1.49, -2.78], [1.51, -0.30, -1.61], [-1.85, -3.17, -3.44], [-1.39, -1.88, -2.80], [-1.36, -2.08, -1.35], [-1.70, -1.00, -0.26], [-1.58, -1.79, 1.08], [-0.69, -2.93, 1.35], [-1.51, -4.19, 1.42], [-3.20, -0.58, -0.40], [-4.31, -1.57, -0.34], [-5.15, -1.44, -1.58], [-1.82, -3.06, -4.53], [-2.87, -3.41, -3.15], [-1.20, -3.99, -3.16], [-2.06, -1.05, -3.03], [-0.38, -1.62, -3.11], [-0.21, -2.68, 2.29], [0.06, -2.98, 0.57], [-2.28, -4.11, 2.20], [-0.86, -5.03, 1.68], [-1.99, -4.40, 0.47], [-4.86, -1.32, 0.56], [-3.87, -2.56, -0.23], [-5.53, -0.43, -1.70], [-6.00, -2.11, -1.51], [-4.58, -1.71, -2.48]]
}

{
  "formula": "C18H37BCl12FNO",
  "method": "ωB97M-V/def2-TZVPD",
  "lumo_energy_ha": 0.018,
  "gap_ev": 9.506,
  "fmax_ev_per_a": 0.4,
  "e_tot_ev": -176469.673,
  "smiles": "CC(=O)NCCCCBF.ClCCCl.ClCCCl.ClCCCl.ClCCCl.ClCCCl.ClCCCl",
  "multiplicity": 1,
  "symbols": ["C", "C", "O", "N", "C", "C", "C", "C", "B", "F", "H", "H", "H", "H", "H", "H", "H", "H", "H", "H", "H", "H", "H", "Cl", "C", "C", "Cl", "H", "H", "H", "H", "Cl", "C", "C", "Cl", "H", "H", "H", "H", "Cl", "C", "C", "Cl", "H", "H", "H", "H", "Cl", "C", "C", "Cl", "H", "H", "H", "H", "Cl", "C", "C", "Cl", "H", "H", "H", "H", "Cl", "C", "C", "Cl", "H", "H", "H", "H"],
  "positions_angstrom": [[-2.56, 1.82, -3.12], [-3.13, 0.71, -2.26], [-4.09, 0.86, -1.56], [-2.44, -0.54, -2.40], [-1.60, -0.93, -1.25], [-0.41, -0.02, -1.01], [-0.69, 1.24, -0.19], [-0.79, 0.95, 1.33], [-1.33, 2.24, 2.01], [-0.45, 3.17, 2.39], [-3.35, 2.53, -3.38], [-1.81, 2.37, -2.53], [-2.06, 1.43, -4.00], [-3.18, -1.24, -2.46], [-2.20, -1.02, -0.33], [-1.24, -1.93, -1.49], [0.05, 0.23, -1.97], [0.34, -0.59, -0.45], [0.14, 1.92, -0.33], [-1.59, 1.77, -0.54], [0.22, 0.72, 1.69], [-1.44, 0.09, 1.51], [-2.48, 2.50, 2.18], [-5.22, -2.68, -3.02], [-5.65, -1.58, -4.36], [-5.23, -2.13, -5.70], [-3.46, -2.16, -5.88], [-5.18, -0.62, -4.16], [-6.73, -1.49, -4.33], [-5.63, -1.49, -6.49], [-5.60, -3.15, -5.84], [-9.03, -2.76, -4.64], [-9.66, -2.24, -3.05], [-10.19, -3.40, -2.26], [-11.67, -4.09, -2.98], [-10.43, -1.50, -3.24], [-8.83, -1.78, -2.51], [-10.45, -3.06, -1.26], [-9.46, -4.20, -2.19], [0.68, -1.89, 2.77], [-0.31, -3.29, 3.27], [-0.48, -4.28, 2.14], [-1.47, -3.61, 0.82], [-1.27, -2.91, 3.59], [0.20, -3.76, 4.11], [-0.98, -5.17, 2.52], [0.48, -4.57, 1.72], [3.66, 0.28, 0.44], [4.24, 1.93, 0.09], [3.09, 2.84, -0.25], [2.33, 2.41, -1.81], [4.96, 1.86, -0.72], [4.74, 2.29, 0.98], [3.44, 3.87, -0.34], [2.32, 2.80, 0.51], [5.49, 2.23, 3.67], [5.84, 0.47, 3.66], [7.20, 0.17, 3.08], [7.25, 0.52, 1.33], [5.05, -0.01, 3.10], [5.81, 0.14, 4.70], [7.42, -0.89, 3.20], [7.97, 0.76, 3.55], [9.17, 2.09, 5.53], [9.83, 3.64, 4.95], [10.29, 3.55, 3.51], [11.72, 2.51, 3.33], [10.64, 3.91, 5.61], [9.03, 4.37, 5.03], [10.57, 4.55, 3.17], [9.51, 3.16, 2.87]]
}

{
  "formula": "C18H37Cl2NO17",
  "method": "ωB97M-V/def2-TZVPD",
  "lumo_energy_ha": 0.013,
  "relative_energy_kcal_mol": 6.8,
  "gap_ev": 10.983,
  "fmax_ev_per_a": 1.6,
  "e_tot_ev": -80605.783,
  "smiles": "C[N+](=O)[O-].COC(=O)OC.COC(=O)OC.COC(=O)OC.COC(=O)OC.COC(=O)OC.ClCCCl",
  "multiplicity": 1,
  "symbols": ["C", "N", "O", "O", "H", "H", "H", "C", "O", "C", "O", "O", "C", "H", "H", "H", "H", "H", "H", "C", "O", "C", "O", "O", "C", "H", "H", "H", "H", "H", "H", "C", "O", "C", "O", "O", "C", "H", "H", "H", "H", "H", "H", "C", "O", "C", "O", "O", "C", "H", "H", "H", "H", "H", "H", "C", "O", "C", "O", "O", "C", "H", "H", "H", "H", "H", "H", "Cl", "C", "C", "Cl", "H", "H", "H", "H"],
  "positions_angstrom": [[-0.46, 3.24, 1.54], [-1.11, 4.58, 1.59], [-0.91, 5.34, 0.67], [-1.76, 4.83, 2.58], [0.22, 3.23, 0.69], [-1.20, 2.45, 1.49], [0.15, 3.17, 2.44], [-0.66, 1.07, -6.31], [-0.09, 1.48, -5.07], [1.02, 0.82, -4.72], [1.51, -0.12, -5.29], [1.47, 1.42, -3.64], [2.50, 0.83, -2.85], [-1.22, 0.13, -6.19], [0.10, 0.88, -7.06], [-1.36, 1.83, -6.63], [2.97, 1.70, -2.38], [3.25, 0.27, -3.40], [2.03, 0.34, -1.99], [-1.92, -4.79, 5.43], [-1.15, -3.65, 5.80], [-1.29, -2.55, 5.08], [-2.03, -2.40, 4.15], [-0.45, -1.64, 5.57], [-0.46, -0.37, 4.96], [-1.50, -5.23, 4.52], [-2.97, -4.56, 5.25], [-1.80, -5.49, 6.24], [0.43, -0.23, 4.32], [-0.46, 0.42, 5.70], [-1.31, -0.23, 4.29], [-6.47, 4.18, -2.07], [-5.08, 4.37, -1.86], [-4.24, 3.53, -2.45], [-4.54, 2.60, -3.16], [-3.00, 3.89, -2.13], [-1.98, 3.05, -2.65], [-6.90, 5.16, -2.26], [-6.90, 3.75, -1.17], [-6.67, 3.56, -2.94], [-2.05, 2.07, -2.17], [-1.00, 3.43, -2.41], [-2.06, 2.91, -3.72], [3.15, 3.81, 1.07], [3.05, 2.52, 0.50], [2.82, 1.52, 1.35], [2.69, 1.62, 2.54], [2.75, 0.39, 0.65], [2.74, -0.80, 1.40], [2.94, 4.52, 0.28], [4.17, 3.98, 1.43], [2.46, 3.99, 1.89], [2.64, -1.63, 0.72], [1.88, -0.83, 2.08], [3.59, -0.97, 2.06], [4.11, -3.12, -1.15], [3.48, -3.81, -0.07], [2.35, -4.48, -0.28], [1.75, -4.54, -1.32], [1.98, -5.05, 0.86], [0.81, -5.87, 0.77], [4.26, -2.09, -0.80], [3.49, -3.05, -2.04], [5.07, -3.59, -1.33], [1.04, -6.82, 0.30], [0.03, -5.35, 0.22], [0.53, -6.08, 1.80], [-0.76, -0.28, 1.40], [-0.92, -1.86, 0.57], [-0.18, -1.84, -0.74], [-0.81, -0.57, -1.84], [-1.99, -2.05, 0.49], [-0.51, -2.60, 1.26], [-0.14, -2.78, -1.28], [0.86, -1.56, -0.57]]
}